(1)
15
Properties=species:S:1:pos:R:3:forces:R:3:lowdin_charge:R:1 method="wB97M-V/def2-TZVPD" smiles="CCN(C)C=O" lumo_energy_ev=0.878 homo_ev=-9.413 relative_energy_kj_mol=72.1
C 1.915810 -0.009801 0.097252 0.027 -0.003 0.031 -0.0750
C 0.608865 0.277884 -0.635267 0.098 0.035 -0.203 -0.2280
N -0.588546 0.112230 0.176614 -0.057 0.196 -0.047 -0.1653
C -1.273318 -1.147974 -0.018474 -0.078 -0.117 0.019 -0.0641
C -1.225158 1.225779 0.637567 0.169 0.151 -0.067 -0.3279
O -0.814297 2.363671 0.494317 -0.145 -0.433 0.203 0.0119
H 2.719668 -0.103437 -0.641131 -0.049 0.061 0.173 0.0732
H 1.865716 -0.949747 0.658106 -0.029 0.116 -0.097 0.0706
H 2.172783 0.793762 0.794308 -0.091 -0.126 -0.097 0.0767
H 0.510099 -0.414206 -1.479492 0.049 0.151 0.016 0.1131
H 0.601235 1.298777 -1.022631 0.081 -0.098 0.003 0.1148
H -0.613105 -1.979545 0.249610 -0.150 0.088 0.050 0.0890
H -1.535566 -1.258468 -1.079697 -0.070 -0.070 0.166 0.0906
H -2.188514 -1.209220 0.575279 0.162 0.081 0.015 0.0860
H -2.155666 1.000301 1.193638 0.081 -0.032 -0.165 0.1343

---

(2)
38
Properties=species:S:1:pos:R:3:forces:R:3:lowdin_charge:R:1 method="wB97M-V/def2-TZVPD" lumo_energy_ev=0.403 homo_ev=-7.920 relative_energy_kj_mol=799.8
C -5.881773 -0.426118 0.488060 1.047 -0.776 -2.315 -0.1576
C -5.145825 0.915208 0.714256 -2.891 0.244 0.677 -0.3254
C -3.613391 0.990850 0.637705 -2.947 -3.480 -1.107 -0.1769
C -3.173275 0.655377 -0.778625 -1.265 3.264 -1.217 -0.2430
O -1.805030 0.704436 -0.987368 -0.559 1.677 -0.039 -0.1804
C -1.093259 -0.294554 -0.363968 2.988 1.587 1.308 -0.2669
C -0.923045 -1.374402 -1.358698 1.850 1.562 -6.585 -0.1944
H -1.822586 -1.608453 -1.976719 0.177 -0.472 1.365 0.1139
H -0.410860 -0.733701 -2.473816 -0.984 -1.470 3.163 0.1945
C 0.058649 -2.469401 -1.058814 -0.840 -0.541 -1.357 -0.1896
N 1.277187 -1.798806 -0.615738 -0.363 0.414 -11.892 0.0287
C 1.581800 -1.806180 0.564143 4.764 -2.664 9.565 -0.5365
O 1.048453 -2.530190 1.464309 0.511 2.194 -1.581 -0.0135
C 3.031241 -1.070666 0.917609 -2.503 -1.852 1.472 -0.1139
C 2.769080 0.270899 0.475878 -0.351 2.950 4.921 -0.5305
C 2.263243 1.214136 1.584015 1.942 -4.014 -3.436 -0.0465
C 2.175938 2.339101 0.887993 -3.245 7.581 1.664 -0.3372
C 2.394957 2.428757 -0.405674 0.976 2.322 -4.110 -0.5018
S 3.061671 1.035354 -1.068143 -0.511 -1.601 2.039 1.0315
H 2.344954 3.325418 -1.084189 -0.111 -1.051 1.156 0.0896
H 1.748467 3.372403 1.264410 0.881 -2.171 -0.042 0.1506
H 2.029415 1.156714 2.656495 0.368 -0.845 -0.813 0.1262
H 3.768454 -1.452380 0.273909 1.121 -1.399 -0.464 0.0781
H 3.249206 -1.247833 2.092615 -0.536 0.604 -3.068 0.1771
H 1.888712 -1.340588 -1.564852 -2.248 -1.365 4.408 0.2452
H -0.356140 -2.877768 -0.190663 -0.153 -1.365 1.459 0.0837
H 0.128493 -3.345219 -1.854734 0.320 2.186 1.477 0.1694
H -0.039213 0.391596 -0.166284 -2.533 -2.797 0.099 0.1935
H -1.540784 -0.728485 0.583452 0.553 0.886 -0.712 0.1458
H -3.468276 -0.346175 -1.051579 -0.976 -0.173 -0.254 0.0955
H -3.646944 1.548972 -1.472875 1.029 -2.585 1.217 0.1840
H -3.433456 0.087808 1.198482 1.185 0.135 1.057 0.0965
H -3.350406 1.892104 1.050321 1.426 1.927 0.835 0.0912
H -5.695147 1.546339 -0.005955 0.709 0.492 0.190 0.0954
H -5.636579 1.164278 1.725034 1.526 0.390 -1.049 0.1230
H -6.968488 -0.175691 0.581091 0.880 -0.660 0.002 0.0571
H -5.712321 -0.713169 -0.797080 -0.468 0.032 4.188 0.1461
H -5.537748 -1.175158 1.329310 -0.768 0.836 -2.222 0.0978